(1)
2 unconnected molecules or ions with the total composition C4H12. Source: OMol25; level of theory: ωB97M-V/def2-TZVPD.

Energy relative to the best compared isomer or geometry (same formula, charge and spin): 62.2 kJ/mol
SMILES string: CC.CC
LUMO energy: 1.11 eV
Electronic energy: -4341.88327 eV
M: 60.1 g/mol
Strongest force on any atom: 2.16 eV Å⁻¹
2S+1: 1
Kohn-Sham gap: 12.5 eV

Element x y z (Å)
C -1.922 0.134 -1.599
C -0.840 1.150 -1.861
H -2.773 0.351 -0.981
H -2.350 -0.366 -2.468
H -1.513 -0.711 -1.026
H 0.050 1.159 -1.232
H -1.173 2.185 -1.829
H -0.325 0.878 -2.782
C 2.084 -0.684 1.452
C 0.669 -0.567 1.987
H 2.457 -1.702 1.282
H 2.141 -0.436 0.386
H 2.780 -0.163 2.101
H 0.571 -0.876 3.027
H -0.056 -1.233 1.516
H 0.399 0.472 1.802

In the Mulliken picture, each atom carries the following charge in e:
1. C -0.83
2. C -0.77
3. H 0.33
4. H 0.31
5. H 0.19
6. H 0.21
7. H 0.27
8. H 0.29
9. C -0.85
10. C -0.73
11. H 0.30
12. H 0.24
13. H 0.27
14. H 0.32
15. H 0.22
16. H 0.22

---

(2)
11 unconnected molecules or ions with the total composition H22O11. Source: OMol25; level of theory: ωB97M-V/def2-TZVPD.

Energy relative to the best compared isomer or geometry (same formula, charge and spin): 122.9 kJ/mol
Net charge: +1
LUMO energy (spin up / spin down): -3.49 / -10.88 eV
Electronic energy: -22869.17719 eV
M: 198.2 g/mol
⟨S²⟩: 0.757
Strongest force on any atom: 1.43 eV Å⁻¹
2S+1: 2
Kohn-Sham gap (spin up / spin down): 10.8 / 3.4 eV

Element x y z (Å)
O -2.046 -1.614 -1.132
H -1.677 -1.839 -1.986
H -2.964 -1.411 -1.313
O 3.045 -0.444 1.717
H 3.744 -0.335 2.361
H 2.664 0.430 1.626
O -0.873 1.022 2.748
H -1.096 1.929 2.958
H -1.143 0.913 1.836
O 1.895 -0.443 -0.947
H 2.447 -0.637 -0.190
H 1.773 -1.289 -1.378
O -0.177 -3.304 0.343
H -1.020 -2.955 0.052
H 0.435 -3.064 -0.354
O 1.618 1.943 1.817
H 1.899 2.778 2.191
H 0.771 1.769 2.228
O 1.316 2.468 -1.258
H 1.497 2.542 -0.321
H 1.742 1.652 -1.521
O 0.445 -0.158 -3.123
H 0.445 -0.080 -2.168
H -0.238 -0.800 -3.312
O -2.014 2.288 -1.476
H -1.403 2.986 -1.714
H -1.468 1.505 -1.407
O -2.791 -1.590 1.506
H -3.330 -2.360 1.685
H -2.453 -1.733 0.621
O -0.460 0.319 -0.011
H -0.998 -0.441 -0.232
H 0.411 -0.044 0.151

In the Mulliken picture, each atom carries the following charge in e:
1. O -0.66
2. H 0.22
3. H 0.27
4. O -0.68
5. H 0.33
6. H 0.33
7. O -0.72
8. H 0.32
9. H 0.41
10. O -0.59
11. H 0.30
12. H 0.28
13. O -0.59
14. H 0.36
15. H 0.27
16. O -0.66
17. H 0.29
18. H 0.37
19. O -0.35
20. H 0.40
21. H 0.35
22. O -0.60
23. H 0.26
24. H 0.31
25. O -0.37
26. H 0.38
27. H 0.37
28. O -0.59
29. H 0.31
30. H 0.31
31. O -0.27
32. H 0.43
33. H 0.20

---

- The highest 2S+1 belongs to which entry?
  H22O11